Entry 1:
{
  "formula": "C25H41BeBrN2P2",
  "method": "wB97M-V/def2-TZVPD",
  "total_charge": 2,
  "orbital_gap_ev": [4.36, 4.36],
  "homo_energy_ev": [-13.58, -13.57],
  "e_lumo_ev": [-9.21, -9.21],
  "symbols": ["C", "C", "C", "C", "N", "C", "C", "C", "C", "C", "C", "C", "C", "C", "Be", "P", "H", "H", "H", "H", "H", "H", "H", "H", "C", "C", "H", "H", "H", "H", "H", "C", "C", "H", "H", "H", "H", "H", "C", "C", "H", "H", "H", "H", "H", "Br", "P", "C", "C", "H", "H", "H", "H", "H", "C", "C", "H", "H", "H", "H", "H", "C", "C", "H", "H", "H", "H", "H", "N", "H", "H", "H"],
  "xyz": [[-0.061, 4.949, -1.856], [-0.282, 3.639, -2.334], [-0.601, 3.533, -3.706], [-0.752, 4.700, -4.477], [-0.555, 5.905, -3.960], [-0.211, 6.057, -2.694], [-0.366, 2.516, -1.359], [-1.025, 2.510, -0.217], [-2.149, 2.890, 0.538], [-2.209, 3.169, 1.950], [-3.200, 2.494, 2.689], [-4.241, 1.811, 1.993], [-4.467, 2.177, 0.627], [-3.387, 2.621, -0.110], [-0.462, 0.894, -0.418], [2.890, -0.929, 1.044], [-0.762, 2.566, -4.168], [0.207, 5.104, -0.822], [-1.028, 4.640, -5.534], [-0.037, 7.063, -2.312], [-3.414, 2.601, -1.204], [-1.395, 3.754, 2.407], [-5.400, 1.955, 0.114], [-3.132, 2.407, 3.772], [2.604, -2.356, 2.184], [3.394, -3.623, 1.846], [1.519, -2.574, 2.198], [2.865, -1.985, 3.193], [3.232, -4.358, 2.650], [3.050, -4.075, 0.902], [4.476, -3.432, 1.777], [3.389, -1.478, -0.622], [3.622, -0.307, -1.586], [2.574, -2.115, -1.009], [4.286, -2.111, -0.554], [3.902, -0.706, -2.565], [2.716, 0.296, -1.731], [4.432, 0.357, -1.254], [4.261, -0.041, 1.801], [5.527, -0.877, 1.932], [3.907, 0.282, 2.792], [4.433, 0.862, 1.200], [6.318, -0.263, 2.368], [5.388, -1.739, 2.592], [5.890, -1.237, 0.962], [-4.579, 0.041, 2.370], [-1.693, -2.204, -0.490], [-0.272, -2.779, 0.523], [0.066, -4.242, 0.201], [-0.554, -2.648, 1.583], [0.592, -2.126, 0.299], [1.153, -4.404, 0.165], [-0.354, -4.924, 0.955], [-0.341, -4.535, -0.778], [-3.125, -2.556, 0.631], [-4.231, -3.322, -0.079], [-3.514, -1.611, 1.043], [-2.769, -3.153, 1.482], [-5.016, -3.635, 0.615], [-4.705, -2.730, -0.862], [-3.828, -4.226, -0.537], [-1.570, -0.434, -0.863], [-2.492, -0.081, -2.051], [-0.461, -0.297, -1.229], [-1.905, 0.104, 0.082], [-2.646, 1.003, -2.104], [-2.008, -0.402, -2.985], [-3.469, -0.579, -1.952], [0.333, 0.531, 0.994], [0.395, 1.481, 1.333], [1.294, 0.185, 0.836], [-0.049, 0.001, 1.778]]
}

Entry 2:
{
  "formula": "C25H41Cl3IrN3O3Si",
  "method": "wB97M-V/def2-TZVPD",
  "total_charge": 0,
  "orbital_gap_ev": [6.22, 4.81],
  "homo_energy_ev": [-6.86, -6.78],
  "e_lumo_ev": [-0.64, -1.97],
  "s2": 6.012,
  "spin_multiplicity": 5,
  "symbols": ["C", "C", "H", "H", "H", "C", "C", "H", "H", "H", "H", "Ir", "Cl", "Cl", "C", "O", "N", "C", "C", "H", "H", "H", "H", "H", "H", "H", "H", "H", "C", "C", "N", "H", "C", "O", "H", "H", "H", "H", "O", "C", "C", "C", "H", "C", "H", "C", "H", "C", "C", "H", "H", "H", "Si", "Cl", "C", "C", "C", "H", "H", "H", "H", "H", "H", "H", "H", "H", "C", "C", "C", "N", "C", "C", "H", "H", "H", "H", "H"],
  "xyz": [[-5.558, 4.223, -0.215], [-5.250, 5.499, -0.930], [-5.555, 4.398, 0.869], [-4.859, 3.421, -0.459], [-6.577, 3.887, -0.459], [-6.061, 6.555, -0.761], [-7.201, 6.518, 0.198], [-5.983, 7.456, -1.370], [-6.831, 6.221, 1.192], [-7.975, 5.785, -0.091], [-7.652, 7.515, 0.258], [-0.628, 2.332, -1.038], [-1.985, 1.396, -2.569], [-0.484, 4.213, -2.588], [1.653, 2.400, -2.784], [1.329, 2.040, -1.597], [2.645, 3.248, -2.977], [3.358, 3.847, -1.850], [2.901, 3.789, -4.301], [1.097, 2.045, -3.662], [3.624, 3.076, -1.118], [2.760, 4.623, -1.347], [4.267, 4.303, -2.259], [2.784, 2.976, -5.024], [3.911, 4.199, -4.308], [2.171, 4.573, -4.541], [-1.963, 0.788, 3.516], [-1.445, 4.328, 2.377], [-1.319, 1.566, 3.945], [-0.835, 3.867, 3.156], [-0.731, 2.422, 2.926], [-0.540, 1.065, 4.535], [0.170, 1.890, 2.078], [0.572, 2.395, 0.992], [0.144, 4.341, 3.170], [0.558, 0.911, 2.424], [-1.945, 2.207, 4.568], [-1.372, 4.016, 4.087], [-2.897, 4.936, -1.623], [-4.129, 5.514, -1.959], [-3.796, 8.062, -1.994], [-3.862, 6.830, -2.654], [-4.018, 8.132, -0.924], [-3.506, 9.227, -2.724], [-4.448, 4.792, -2.722], [-3.574, 6.751, -4.016], [-3.553, 10.198, -2.213], [-3.190, 9.141, -4.081], [-3.253, 7.899, -4.739], [-3.628, 5.769, -4.487], [-2.938, 10.041, -4.651], [-3.073, 7.824, -5.813], [-1.282, 5.331, -0.727], [-2.176, 3.796, 0.458], [-1.825, 6.692, 0.568], [-0.666, 6.848, -1.934], [0.422, 5.103, 0.204], [-2.603, 7.304, 0.099], [-0.983, 7.325, 0.871], [-2.235, 6.192, 1.451], [0.255, 5.064, 1.280], [1.081, 5.958, -0.021], [0.953, 4.178, -0.075], [-0.841, 7.855, -1.531], [-1.191, 6.804, -2.906], [0.408, 6.785, -2.171], [0.424, -1.991, 0.819], [1.021, -1.581, -0.364], [0.555, -0.434, -1.002], [-0.337, 0.376, -0.402], [-1.038, -0.081, 0.657], [-0.604, -1.216, 1.345], [0.747, -2.897, 1.323], [1.836, -2.105, -0.849], [0.943, -0.132, -1.979], [-1.948, 0.478, 0.918], [-1.079, -1.447, 2.294]]
}

Entry 3:
{
  "formula": "C25H41Cl5FeSi4Te",
  "method": "wB97M-V/def2-TZVPD",
  "total_charge": -1,
  "orbital_gap_ev": [6.54, 6.63],
  "homo_energy_ev": [-4.16, -4.83],
  "e_lumo_ev": [2.39, 1.80],
  "s2": 8.770,
  "spin_multiplicity": 6,
  "symbols": ["Fe", "Te", "C", "C", "C", "C", "C", "C", "H", "H", "H", "H", "H", "Cl", "C", "C", "C", "Cl", "C", "Cl", "C", "Cl", "C", "Cl", "C", "Si", "C", "C", "Si", "Si", "C", "C", "C", "Si", "C", "C", "C", "H", "H", "H", "H", "H", "H", "H", "H", "H", "H", "H", "H", "H", "H", "H", "H", "H", "H", "H", "H", "H", "H", "H", "H", "H", "H", "H", "C", "C", "C", "C", "H", "H", "H", "H", "H", "H", "H", "H", "H"],
  "xyz": [[0.402, -0.302, 0.380], [2.976, 0.483, 0.489], [4.105, 0.341, -1.292], [4.546, 1.494, -1.940], [5.326, 1.414, -3.085], [5.683, 0.177, -3.603], [5.265, -0.978, -2.956], [4.490, -0.896, -1.806], [4.268, 2.466, -1.549], [5.649, 2.323, -3.578], [6.285, 0.113, -4.501], [5.543, -1.950, -3.346], [4.179, -1.802, -1.303], [-2.543, -1.734, 1.253], [-1.765, -2.465, -0.123], [-0.534, -1.971, -0.536], [-0.011, -2.577, -1.673], [1.513, -1.997, -2.280], [-0.646, -3.605, -2.365], [0.057, -4.297, -3.781], [-1.874, -4.071, -1.904], [-2.688, -5.344, -2.734], [-2.443, -3.496, -0.772], [-3.975, -4.055, -0.207], [-0.965, 3.419, -3.716], [-0.366, 1.784, -2.980], [1.458, 1.652, -3.395], [-1.278, 0.399, -3.875], [-0.758, 1.685, -0.674], [0.016, 3.695, 0.249], [-1.230, 5.104, 0.069], [1.599, 4.284, -0.581], [0.352, 3.513, 2.089], [-3.090, 1.640, -0.434], [-3.988, 3.099, -1.235], [-3.550, 1.722, 1.393], [-3.866, 0.127, -1.262], [-0.750, 3.450, -4.789], [-0.458, 4.267, -3.248], [-2.038, 3.560, -3.581], [1.607, 1.671, -4.479], [1.895, 0.731, -3.007], [2.017, 2.484, -2.962], [-1.034, 0.415, -4.941], [-2.360, 0.501, -3.770], [-0.996, -0.579, -3.480], [-1.519, 5.262, -0.972], [-0.788, 6.032, 0.445], [-2.138, 4.909, 0.644], [1.435, 4.519, -1.635], [2.371, 3.516, -0.510], [1.966, 5.188, -0.084], [-0.511, 3.092, 2.609], [0.582, 4.486, 2.535], [1.202, 2.849, 2.259], [-3.668, 4.065, -0.845], [-5.062, 2.995, -1.047], [-3.843, 3.105, -2.317], [-3.251, 2.692, 1.803], [-3.055, 0.948, 1.980], [-4.631, 1.619, 1.528], [-4.215, 0.405, -2.260], [-4.728, -0.230, -0.692], [-3.171, -0.704, -1.377], [-0.086, -1.187, 4.698], [0.321, -1.433, 3.243], [1.732, -2.012, 3.188], [0.190, -0.150, 2.419], [-0.019, -2.102, 5.295], [-1.111, -0.814, 4.759], [0.569, -0.438, 5.151], [-0.362, -2.187, 2.837], [2.462, -1.284, 3.553], [2.023, -2.269, 2.168], [1.810, -2.912, 3.805], [0.927, 0.585, 2.771], [-0.797, 0.303, 2.579]]
}

Going through the records in order, we get F_max values of 0.1337; 0.1226; 0.0032 Eh/bohr.
Going through the records in order, we get ΔE to the lowest compared entry with this formula, charge and spin values of 82.27; 117.37; 0.00 kcal/mol.